# 1
Below is 5 unconnected molecules or ions with the total composition C19H38N3O12S at a distorted geometry, with properties calculated with ωB97M-V with the def2-TZVPD basis set.

Its largest force on an atom is 7.295 eV/A. The value obtained for the total energy is -60181.08018 eV. Its HOMO energy is -12.18 eV. The calculation puts the relative energy (zero: lowest compared OMol25 entry of this formula, charge and spin) at 484.78 kJ/mol. For the HOMO-LUMO gap, the calculation gives 6.83 eV.

```
! RIJCOSX wB97M-V def2-TZVPD def2/J DEFGRID3
* xyz 1 1
C -2.48 5.44 -0.46
C -0.96 5.04 -1.02
C -0.09 4.12 0.02
C 1.51 4.38 -0.40
N -0.33 2.64 -0.04
C -1.52 2.20 -0.88
C -1.71 0.54 -0.92
N -1.01 -0.11 -1.94
N -0.28 2.00 1.22
C -1.40 2.27 1.96
S -2.54 2.80 3.14
H -3.31 4.74 -0.91
H -2.69 6.52 -0.92
H -2.53 5.56 0.70
H -0.39 6.08 -1.10
H -0.98 4.63 -2.14
H -0.20 4.61 1.08
H 1.75 3.94 -1.46
H 1.77 5.51 -0.26
H 2.13 3.81 0.44
H 0.51 2.23 -0.55
H -2.55 2.65 -0.54
H -1.41 2.49 -2.03
H -2.34 -0.06 -0.12
H -1.18 -1.14 -1.90
C -4.20 -1.10 -3.56
O -5.60 -1.33 -3.41
C -6.10 -0.99 -2.20
O -5.46 -0.52 -1.27
O -7.43 -1.26 -2.20
C -8.09 -0.95 -0.97
H -3.91 -1.40 -4.57
H -3.97 -0.03 -3.44
H -3.63 -1.70 -2.84
H -8.02 0.12 -0.76
H -7.68 -1.54 -0.15
H -9.15 -1.20 -1.09
C 0.05 -1.89 -6.37
O -0.31 -2.54 -7.58
C -1.55 -3.11 -7.55
O -2.33 -3.09 -6.61
O -1.77 -3.69 -8.76
C -3.04 -4.33 -8.88
H 1.06 -1.48 -6.50
H -0.63 -1.06 -6.15
H 0.08 -2.60 -5.53
H -3.85 -3.60 -8.77
H -3.14 -5.13 -8.15
H -3.11 -4.76 -9.88
C 6.06 0.77 4.78
O 4.89 0.23 4.18
C 3.82 1.08 4.18
O 3.80 2.21 4.63
O 2.78 0.44 3.58
C 1.59 1.21 3.51
H 6.85 0.02 4.73
H 6.40 1.66 4.24
H 5.88 1.01 5.83
H 1.75 2.12 2.91
H 1.23 1.46 4.51
H 0.82 0.60 3.01
C 4.74 -2.70 4.56
O 5.88 -3.33 5.12
C 5.67 -3.88 6.35
O 4.62 -3.86 6.97
O 6.83 -4.44 6.76
C 6.76 -5.06 8.05
H 5.02 -2.30 3.58
H 3.93 -3.42 4.41
H 4.40 -1.87 5.19
H 6.03 -5.88 8.04
H 6.50 -4.32 8.82
H 7.74 -5.48 8.28
*
```

Mulliken atomic charge list, values in e, 8 entries: C -0.87; C -0.66; C 0.21; C -1.21; N 0.49; C -0.46; C -0.10; N -0.57


# 2
Below is a molecular structure, C6H8O2 at a distorted geometry, with properties calculated with ωB97M-V with the def2-TZVPD basis set.

Its largest force on an atom is 11.012 eV/A. The value obtained for the total energy is -10439.35750 eV. Its HOMO energy is -9.20 eV. The calculation puts the relative energy (zero: lowest compared OMol25 entry of this formula, charge and spin) at 710.99 kJ/mol. For the HOMO-LUMO gap, the calculation gives 9.76 eV.

```
! RIJCOSX wB97M-V def2-TZVPD def2/J DEFGRID3
* xyz 0 1
C 1.41 2.08 -0.27
C 1.10 0.64 -0.12
C 1.17 -0.60 -0.12
C 2.19 -1.62 0.20
C 0.05 0.08 0.48
C -1.50 -0.11 -0.01
H 1.70 2.36 0.98
H 0.49 3.13 -0.54
H 2.41 2.28 -0.88
H 3.03 -1.54 -0.48
H 2.50 -1.75 1.38
H 1.99 -2.89 -0.06
H -0.04 0.06 1.69
H -3.46 0.18 -0.04
O -2.65 0.17 0.75
O -1.74 -0.76 -1.13
*
```

Mulliken atomic charge list, values in e, 8 entries: C -0.96; C 0.19; C 0.32; C -1.10; C -0.10; C 0.56; H 0.24; H 0.28


# 3
Below is a single C9H19ClSi molecule at a distorted geometry, with properties calculated with ωB97M-V with the def2-TZVPD basis set.

Its largest force on an atom is 4.158 eV/A. The value obtained for the total energy is -30039.69012 eV. Its HOMO energy is -9.28 eV. The calculation puts the relative energy (zero: lowest compared OMol25 entry of this formula, charge and spin) at 162.99 kJ/mol. For the HOMO-LUMO gap, the calculation gives 10.04 eV. As for the SMILES: C=C[Si@](Cl)(C(C)C)C(C)(C)C.

```
! RIJCOSX wB97M-V def2-TZVPD def2/J DEFGRID3
* xyz 0 1
C 1.76 -0.39 2.87
C 1.88 -0.50 1.57
C -1.10 -2.18 -1.54
C 1.18 -2.65 -0.48
C 0.58 2.29 -0.89
C -1.76 1.47 -0.99
C -0.84 2.25 1.17
C 0.21 -1.60 -1.07
C -0.50 1.54 -0.12
Si -0.01 -0.25 0.28
Cl -1.38 -1.12 1.62
H 2.61 -0.58 3.48
H 0.72 -0.34 3.35
H 2.92 -0.50 1.10
H -1.87 -2.48 -0.67
H -1.68 -1.36 -2.16
H -1.06 -2.94 -2.37
H 0.75 -3.10 0.48
H 2.27 -2.28 -0.42
H 1.15 -3.66 -0.96
H 0.83 1.82 -1.78
H 0.33 3.33 -1.33
H 1.56 2.43 -0.21
H -2.07 2.46 -0.96
H -2.70 1.01 -0.52
H -1.52 1.23 -1.99
H -1.31 3.23 1.12
H -1.64 1.68 1.66
H 0.00 2.58 1.83
H 0.67 -1.39 -2.05
*
```

Mulliken atomic charge list, values in e, 8 entries: C -0.68; C -0.25; C -1.28; C -1.33; C -1.79; C -2.03; C -1.80; C 0.47


# 4
Below is 2 unconnected molecules or ions with the total composition C6H13N3 at a distorted geometry, with properties calculated with ωB97M-V with the def2-TZVPD basis set.

Its largest force on an atom is 2.270 eV/A. The value obtained for the total energy is -10899.81254 eV. Its HOMO energy is -8.17 eV. The calculation puts the relative energy (zero: lowest compared OMol25 entry of this formula, charge and spin) at 347.30 kJ/mol. For the HOMO-LUMO gap, the calculation gives 9.10 eV. As for the SMILES: C=CN(C)C.C=NN=C.

```
! RIJCOSX wB97M-V def2-TZVPD def2/J DEFGRID3
* xyz 0 1
C -0.71 -0.89 -2.10
C -1.48 -0.78 0.19
N -0.36 -0.65 -0.73
C 0.89 -1.21 -0.25
C 1.74 -1.91 -0.97
H 1.02 -0.98 0.79
H -0.81 -2.01 -2.31
H 0.10 -0.58 -2.75
H -1.63 -0.36 -2.35
H -1.89 -1.80 0.21
H -2.27 -0.09 -0.11
H -1.15 -0.52 1.19
H 1.49 -2.17 -2.02
H 2.70 -2.22 -0.58
C 1.31 1.35 2.59
C -0.67 2.69 0.32
N 0.14 1.54 2.14
N -0.33 2.57 1.53
H 2.15 2.00 2.35
H -1.23 3.56 0.04
H 1.46 0.52 3.25
H -0.46 1.93 -0.44
*
```

Mulliken atomic charge list, values in e, 8 entries: C -1.20; C -1.13; N 0.32; C 0.09; C -0.87; H 0.19; H 0.37; H 0.36


relative energy (zero: lowest compared OMol25 entry of this formula, charge and spin) of number 2 (C6H8O2)? 710.99 kJ/mol


Which value of relative energy (zero: lowest compared OMol25 entry of this formula, charge and spin) does entry 4 give? 347.30 kJ/mol


relative energy (zero: lowest compared OMol25 entry of this formula, charge and spin) of number 4 (C6H13N3)? 347.30 kJ/mol


Which value of relative energy (zero: lowest compared OMol25 entry of this formula, charge and spin) does entry 1 give? 484.78 kJ/mol